# C20H32N4RuS3

C20H32N4RuS3 as an isolated structure (ωB97M-V with the def2-TZVPD basis set, the Open Molecules 2025 dataset).

Last column: natural (NBO) charge in e.
Geometry (Å):
Ru1 -0.416 -0.900 0.439  0.94
C1 0.750 4.748 1.786  -0.62
C2 2.187 4.165 1.940  -0.56
S1 2.567 2.627 1.058  0.26
C3 2.286 1.336 2.287  -0.57
C4 0.892 1.277 2.886  -0.52
S2 -0.425 1.292 1.621  0.22
C5 -1.795 2.043 2.561  -0.52
C6 -1.786 3.584 2.455  -0.61
S3 -0.340 4.396 3.151  0.90
H1 0.271 4.462 0.853  0.26
H2 0.820 5.847 1.823  0.32
H3 2.500 4.075 2.982  0.27
H4 2.860 4.894 1.488  0.30
H5 3.011 1.425 3.098  0.29
H6 2.538 0.411 1.761  0.24
H7 0.718 2.164 3.501  0.23
H8 0.765 0.418 3.544  0.27
H9 -1.762 1.697 3.594  0.26
H10 -2.731 1.705 2.116  0.29
H11 -2.619 3.970 3.053  0.31
H12 -1.900 3.925 1.426  0.27
C7 0.625 -4.281 -2.056  -0.21
C8 -0.425 -5.152 -1.790  -0.05
C9 -1.374 -4.802 -0.839  -0.18
C10 -1.270 -3.594 -0.186  0.19
N1 -0.272 -2.718 -0.488  -0.49
C11 0.662 -3.079 -1.394  0.06
C12 -2.144 -3.171 0.924  0.16
C13 -3.168 -3.937 1.434  -0.18
C14 -3.868 -3.491 2.548  -0.06
C15 -3.509 -2.285 3.131  -0.21
C16 -2.490 -1.554 2.567  0.08
N2 -1.818 -1.969 1.474  -0.47
H13 1.405 -4.537 -2.760  0.28
H14 -0.494 -6.104 -2.301  0.28
H15 -2.176 -5.488 -0.605  0.27
H16 1.474 -2.385 -1.559  0.20
H17 -3.425 -4.884 0.983  0.26
H18 -4.672 -4.087 2.961  0.28
H19 -4.010 -1.916 4.016  0.28
H20 -2.175 -0.615 2.996  0.20
C17 0.353 1.046 -4.601  -0.64
C18 1.296 0.564 -3.502  0.09
C19 1.943 -0.802 -3.870  -0.61
C20 2.419 1.582 -3.168  -0.62
N3 0.478 0.410 -2.300  -0.03
N4 0.945 0.254 -1.002  -0.67
H21 0.932 1.183 -5.513  0.29
H22 -0.102 2.007 -4.353  0.24
H23 -0.423 0.309 -4.812  0.25
H24 2.531 -0.626 -4.771  0.29
H25 1.180 -1.548 -4.086  0.24
H26 2.625 -1.157 -3.093  0.21
H27 2.913 1.790 -4.118  0.29
H28 3.169 1.178 -2.487  0.23
H29 2.014 2.518 -2.783  0.23
H30 -0.501 0.695 -2.347  0.43
H31 1.065 1.209 -0.592  0.45
H32 1.896 -0.122 -1.082  0.43

Calculated values
⟨S²⟩   6.016
Charge   +4
Spin multiplicity   5
Energy above the lowest of the compared OMol25 structures with the same formula, charge and spin   70.8 kcal per mole
E_LUMO (spin up / spin down)   -11.740 / -15.096 eV